ORCA calculation (ωB97M-V/def2-TZVPD) on a molecular structure, C18H10ClF11N4O6S5Y.

The geometry in XYZ format:
```
56
Properties=species:S:1:pos:R:3
Y -0.28 -0.25 0.29
C 3.21 -0.64 4.95
S 3.99 -0.39 3.36
C 2.63 -0.28 2.22
S 1.02 -0.43 2.75
N 3.11 -0.14 1.01
N 2.14 -0.17 0.04
C 2.55 0.20 -1.12
C 1.68 0.04 -2.29
C 2.14 0.30 -3.57
C 1.33 -0.02 -4.64
C 0.09 -0.59 -4.40
C -0.32 -0.76 -3.09
N 0.45 -0.45 -2.05
H 3.92 -0.29 5.70
H 2.97 -1.69 5.13
H 2.30 -0.05 5.03
H 3.57 0.56 -1.25
H 3.13 0.72 -3.71
H 1.66 0.16 -5.65
H -0.57 -0.88 -5.20
H -1.30 -1.17 -2.85
Cl -2.14 0.75 2.22
C -1.31 2.34 2.51
C -0.25 2.73 1.46
O 0.14 3.88 1.53
O 0.12 1.82 0.65
H -0.83 2.25 3.48
H -2.10 3.08 2.54
F -0.07 -5.52 2.20
C 0.51 -4.42 1.72
F 1.12 -3.80 2.72
F 1.41 -4.78 0.81
S -0.77 -3.33 0.94
O -0.01 -2.52 -0.03
O -1.34 -2.54 2.00
N -1.79 -4.26 0.29
S -1.73 -4.79 -1.21
O -0.55 -5.55 -1.51
O -2.20 -3.82 -2.15
C -3.10 -6.01 -1.05
F -3.23 -6.64 -2.22
F -2.86 -6.92 -0.11
F -4.24 -5.39 -0.77
F -7.33 -1.34 0.17
C -6.18 -0.75 -0.16
C -4.97 -1.40 0.01
F -4.93 -2.63 0.52
C -3.82 -0.74 -0.36
F -2.64 -1.41 -0.19
C -3.76 0.53 -0.90
S -2.22 1.25 -1.32
C -5.00 1.15 -1.05
F -5.08 2.38 -1.56
C -6.18 0.53 -0.70
F -7.35 1.16 -0.87
```

Properties
Orbital gap ... 6.67 eV
DFT total energy ... -134714.174 eV
Largest force on an atom ... 0.016 hartree/bohr
Charge ... -1
Molecular weight ... 871.97 g mol⁻¹

Results of the natural (NBO) charge analysis, in e, for atoms 1 through 2: number 1, Y, carries 1.6868; number 2, C, carries -0.7607

ORCA calculation (ωB97M-V/def2-TZVPD) on 5 unconnected molecules or ions with the total composition C13H37IN3O4 in a non-equilibrium geometry.

The geometry in XYZ format:
```
58
Properties=species:S:1:pos:R:3
I 0.15 -0.14 -0.83
C -2.74 1.54 -3.46
O -1.76 2.14 -2.66
H -2.36 1.37 -4.48
H -2.99 0.52 -3.13
H -3.65 2.14 -3.51
H -1.19 1.43 -2.29
C 1.02 1.83 3.12
C 2.17 0.85 2.98
C 1.66 -0.56 3.39
O 2.69 -1.49 3.12
C 2.59 -2.60 3.96
N 2.79 0.84 1.65
H 1.29 2.87 2.95
H 0.58 1.66 4.11
H 0.30 1.63 2.32
H 2.97 1.06 3.70
H 0.76 -0.76 2.80
H 1.41 -0.53 4.45
H 2.77 -2.37 5.02
H 3.35 -3.33 3.68
H 1.60 -3.08 3.87
H 2.07 0.56 0.96
H 2.93 1.81 1.40
C -5.82 0.02 1.11
C -4.64 0.29 0.20
C -4.61 1.74 -0.29
O -5.57 1.97 -1.30
C -5.67 3.30 -1.71
N -3.37 -0.11 0.82
H -6.75 0.00 0.53
H -5.87 0.70 1.96
H -5.80 -0.99 1.54
H -4.64 -0.32 -0.71
H -3.64 1.92 -0.77
H -4.61 2.44 0.57
H -6.33 3.83 -1.01
H -6.04 3.43 -2.73
H -4.68 3.77 -1.73
H -3.09 0.62 1.47
H -2.64 -0.02 0.11
C 2.98 -3.56 -2.65
C 3.80 -2.78 -1.62
C 4.21 -1.43 -2.21
O 4.83 -0.67 -1.21
C 5.09 0.65 -1.62
N 3.00 -2.57 -0.41
H 2.07 -3.00 -2.88
H 2.65 -4.53 -2.29
H 3.56 -3.67 -3.58
H 4.68 -3.37 -1.34
H 3.25 -0.96 -2.48
H 4.88 -1.61 -3.06
H 5.81 0.71 -2.45
H 5.55 1.14 -0.76
H 4.18 1.18 -1.89
H 2.15 -2.08 -0.70
H 2.66 -3.44 -0.02
```

Properties
Orbital gap ... 7.66 eV
DFT total energy ... -34842.764 eV
Largest force on an atom ... 0.031 hartree/bohr
Charge ... -1
Molecular weight ... 426.36 g mol⁻¹

Results of the natural (NBO) charge analysis, in e, for atoms 1 through 2: number 1, I, carries -0.9130; number 2, C, carries -0.2465

ORCA calculation (ωB97M-V/def2-TZVPD) on 2 unconnected molecules or ions with the total composition C9H8NO3S in a non-equilibrium geometry.

The geometry in XYZ format:
```
22
Properties=species:S:1:pos:R:3
C -1.55 -1.02 2.05
C -0.70 -1.28 3.08
C -1.09 -0.43 0.92
C 0.71 -0.89 3.00
C 0.27 -0.03 0.82
C 1.14 -0.24 1.87
C 2.21 0.66 -0.22
C 0.85 0.50 -0.34
C 0.51 1.01 -2.66
N 2.43 3.37 -1.06
O 2.76 4.36 -0.36
O 2.86 3.20 -2.24
O -0.02 0.77 -1.38
S 2.75 0.21 1.39
H -2.65 -1.23 2.10
H -1.19 -1.67 4.02
H -1.65 -0.43 0.03
H 1.50 -1.23 3.76
H 2.84 1.06 -0.90
H -0.47 1.26 -3.28
H 0.83 0.08 -3.07
H 1.05 1.89 -2.79
```

Properties
Orbital gap ... 6.19 eV
DFT total energy ... -27927.994 eV
Largest force on an atom ... 0.097 hartree/bohr
Charge ... -1
Molecular weight ... 210.23 g mol⁻¹

Results of the natural (NBO) charge analysis, in e, for atoms 1 through 2: number 1, C, carries -0.2500; number 2, C, carries -0.2368

ORCA calculation (ωB97M-V/def2-TZVPD) on a molecular structure, C33H37AgBN6O4S in a non-equilibrium geometry.

The geometry in XYZ format:
```
83
Properties=species:S:1:pos:R:3
Ag 13.98 11.59 12.50
C 15.59 17.01 13.59
C 15.32 15.87 12.66
C 15.41 15.79 11.23
C 14.81 14.55 10.91
N 14.41 13.92 12.01
N 14.79 14.72 13.09
B 14.52 14.17 14.53
N 15.55 12.94 14.65
N 15.93 12.29 13.44
C 16.95 11.46 13.77
C 17.23 11.54 15.15
C 16.34 12.49 15.67
C 16.25 12.99 17.07
C 17.74 10.76 12.83
C 18.77 9.89 13.26
C 19.57 9.26 12.32
C 19.41 9.51 10.95
C 18.40 10.37 10.55
C 17.55 10.97 11.47
N 12.97 13.84 14.60
N 12.21 13.74 13.47
C 10.99 13.30 13.85
C 10.91 13.21 15.26
C 12.17 13.58 15.71
C 12.60 13.80 17.12
C 9.99 13.00 12.88
C 8.65 12.72 13.22
C 7.71 12.42 12.25
C 8.07 12.37 10.88
C 9.42 12.65 10.55
C 10.34 13.02 11.52
C 14.67 14.02 9.58
C 14.14 12.76 9.34
C 13.98 12.32 8.04
C 14.26 13.15 6.94
C 14.75 14.45 7.21
C 14.95 14.87 8.54
H 15.94 17.90 13.05
H 16.35 16.74 14.34
H 14.68 17.29 14.09
H 15.78 16.52 10.54
H 14.77 14.92 15.46
H 17.98 10.98 15.69
H 17.18 12.67 17.55
H 15.40 12.54 17.61
H 16.12 14.07 17.11
H 19.02 9.79 14.31
H 20.34 8.59 12.67
H 20.07 9.02 10.23
H 18.21 10.50 9.48
H 16.75 11.66 11.17
H 10.06 12.86 15.84
H 11.69 13.96 17.76
H 13.24 14.68 17.19
H 13.22 12.97 17.50
H 8.34 12.76 14.28
H 6.70 12.27 12.59
H 7.38 12.18 10.07
H 9.70 12.61 9.49
H 11.35 13.37 11.28
H 13.85 12.13 10.20
H 13.54 11.32 7.91
H 14.09 12.81 5.92
H 15.03 15.10 6.38
H 15.35 15.88 8.73
C 9.92 9.00 12.59
S 11.68 9.37 12.74
O 12.38 8.11 12.91
O 12.08 10.13 11.55
O 11.82 10.26 13.91
H 9.76 8.04 13.08
H 9.69 8.86 11.53
H 9.38 9.84 13.03
C 15.45 6.28 12.62
C 15.59 7.74 12.16
O 15.17 8.62 13.23
H 15.77 5.58 11.84
H 14.42 6.08 12.85
H 16.01 6.07 13.52
H 15.01 7.93 11.27
H 16.66 7.98 11.97
H 14.18 8.48 13.23
```

Properties
Orbital gap ... 7.78 eV
DFT total energy ... -67467.367 eV
Largest force on an atom ... 0.071 hartree/bohr
Charge ... -1
Molecular weight ... 732.44 g mol⁻¹

Results of the Löwdin charge analysis, in e, for atoms 1 through 2: number 1, Ag, carries 0.8046; number 2, C, carries -0.0365

Quick rundown of relative energy (zero: lowest compared OMol25 entry of this formula, charge and spin), same order as above: 0.0; 63.3; 418.3; 0.0 kJ/mol